No. 1
{"formula": "C56H64O27", "method": "the ωB97M-V functional and the def2-TZVPD basis", "gap_ev": 8.2, "spin_multiplicity": 1, "homo_energy_ha": -0.364, "e_tot_ev": -114383.82451, "lumo_ev": -1.71, "smiles": "O=C1C=CC(=O)C=C1.O=C1C=CC(=O)C=C1.O=C1C=CC(=O)C=C1.O=C1C=CC(=O)C=C1.O=C1C=CC(=O)C=C1.O=C1C=CC(=O)C=C1.CCOC(=O)OC.CCOC(=O)OC.CCOC(=O)OC.CCOC(=O)OC.CCOC(=O)OC", "symbols": ["C", "C", "C", "O", "C", "C", "C", "O", "H", "H", "H", "H", "C", "C", "C", "O", "C", "C", "C", "O", "H", "H", "H", "H", "C", "C", "C", "O", "C", "C", "C", "O", "H", "H", "H", "H", "C", "C", "C", "O", "C", "C", "C", "O", "H", "H", "H", "H", "C", "C", "C", "O", "C", "C", "C", "O", "H", "H", "H", "H", "C", "C", "C", "O", "C", "C", "C", "O", "H", "H", "H", "H", "C", "C", "O", "C", "O", "O", "C", "H", "H", "H", "H", "H", "H", "H", "H", "C", "C", "O", "C", "O", "O", "C", "H", "H", "H", "H", "H", "H", "H", "H", "C", "C", "O", "C", "O", "O", "C", "H", "H", "H", "H", "H", "H", "H", "H", "C", "C", "O", "C", "O", "O", "C", "H", "H", "H", "H", "H", "H", "H", "H", "C", "C", "O", "C", "O", "O", "C", "H", "H", "H", "H", "H", "H", "H", "H"], "xyz": [[-11.397, 7.030, 18.700], [-10.122, 6.931, 18.285], [-9.091, 8.090, 18.295], [-7.946, 7.823, 18.002], [-9.669, 9.455, 18.499], [-10.956, 9.563, 18.709], [-11.922, 8.455, 18.845], [-13.082, 8.704, 18.904], [-12.142, 6.229, 18.837], [-9.813, 5.883, 17.992], [-8.980, 10.241, 18.410], [-11.386, 10.581, 18.756], [-21.476, 12.970, 22.293], [-20.567, 13.897, 22.386], [-19.252, 13.689, 21.686], [-18.351, 14.483, 21.805], [-19.112, 12.431, 20.865], [-20.071, 11.542, 20.776], [-21.308, 11.655, 21.594], [-22.222, 10.882, 21.583], [-22.326, 13.180, 22.880], [-20.716, 14.727, 23.011], [-18.136, 12.356, 20.406], [-20.059, 10.677, 20.149], [-14.673, 12.087, 23.168], [-15.643, 12.101, 22.229], [-15.161, 11.879, 20.751], [-15.924, 11.957, 19.839], [-13.700, 11.615, 20.538], [-12.789, 11.766, 21.522], [-13.257, 11.971, 22.858], [-12.463, 11.965, 23.826], [-14.923, 12.282, 24.226], [-16.662, 12.310, 22.483], [-13.362, 11.361, 19.505], [-11.746, 11.709, 21.249], [-9.407, 12.017, 29.522], [-9.815, 13.256, 29.743], [-10.230, 14.204, 28.664], [-10.650, 15.310, 28.897], [-9.957, 13.714, 27.268], [-9.475, 12.496, 27.055], [-9.303, 11.523, 28.126], [-8.915, 10.396, 27.875], [-9.275, 11.277, 30.335], [-9.922, 13.737, 30.700], [-10.102, 14.326, 26.364], [-9.226, 12.084, 26.076], [-13.769, 16.826, 19.049], [-14.726, 16.462, 18.186], [-16.121, 16.094, 18.577], [-16.842, 15.677, 17.741], [-16.415, 16.132, 19.990], [-15.410, 16.200, 20.860], [-14.010, 16.631, 20.507], [-13.259, 16.935, 21.405], [-12.820, 17.184, 18.611], [-14.435, 16.424, 17.117], [-17.432, 15.853, 20.265], [-15.597, 16.117, 21.954], [-14.667, 8.625, 23.390], [-13.590, 8.590, 22.537], [-12.228, 8.638, 23.146], [-11.254, 8.528, 22.388], [-12.011, 8.831, 24.582], [-13.045, 9.080, 25.340], [-14.446, 9.036, 24.827], [-15.375, 9.473, 25.503], [-15.688, 8.566, 23.050], [-13.682, 8.424, 21.487], [-10.939, 8.675, 24.870], [-13.057, 9.307, 26.398], [-13.438, 13.859, 15.192], [-13.874, 13.177, 16.475], [-12.759, 12.583, 17.284], [-11.938, 13.483, 17.870], [-12.125, 14.682, 17.897], [-10.991, 12.864, 18.497], [-9.933, 13.748, 19.071], [-12.836, 14.722, 15.394], [-14.347, 14.303, 14.800], [-12.896, 13.183, 14.534], [-14.444, 12.384, 16.175], [-14.396, 13.908, 17.043], [-9.895, 14.675, 18.477], [-9.041, 13.116, 18.981], [-10.207, 13.792, 20.125], [-17.248, 10.713, 30.447], [-16.897, 10.122, 29.152], [-16.369, 11.125, 28.138], [-15.066, 11.314, 28.243], [-14.362, 10.863, 29.167], [-14.617, 12.135, 27.266], [-13.214, 12.296, 27.376], [-17.744, 9.961, 31.077], [-17.992, 11.566, 30.402], [-16.357, 10.986, 31.032], [-17.812, 9.801, 28.594], [-16.037, 9.433, 29.143], [-12.685, 11.318, 27.159], [-12.942, 12.537, 28.407], [-12.875, 13.062, 26.625], [-19.754, 11.283, 26.018], [-19.161, 12.685, 25.928], [-19.884, 13.654, 26.783], [-21.065, 14.078, 26.392], [-21.717, 13.595, 25.483], [-21.557, 15.142, 27.096], [-20.751, 15.777, 28.113], [-19.740, 10.940, 27.067], [-19.196, 10.586, 25.406], [-20.786, 11.325, 25.729], [-19.263, 13.057, 24.865], [-18.098, 12.792, 26.172], [-20.421, 16.815, 27.697], [-19.880, 15.179, 28.464], [-21.476, 15.913, 28.929], [-11.193, 15.685, 24.021], [-10.844, 14.599, 23.056], [-9.972, 13.658, 23.782], [-9.654, 12.536, 23.166], [-10.005, 12.238, 22.072], [-8.910, 11.819, 23.964], [-8.275, 10.706, 23.416], [-11.790, 15.248, 24.833], [-11.599, 16.670, 23.644], [-10.258, 16.002, 24.525], [-10.222, 14.902, 22.251], [-11.708, 14.018, 22.746], [-7.257, 10.954, 23.070], [-8.868, 10.259, 22.618], [-8.206, 9.985, 24.198], [-15.456, 9.735, 17.169], [-16.467, 8.796, 17.734], [-17.645, 9.519, 18.103], [-18.465, 9.733, 17.088], [-18.329, 9.237, 15.994], [-19.546, 10.374, 17.485], [-20.683, 10.366, 16.584], [-15.774, 10.126, 16.219], [-14.471, 9.216, 17.074], [-15.281, 10.646, 17.786], [-16.164, 8.342, 18.687], [-16.673, 8.047, 16.925], [-21.626, 10.462, 17.117], [-20.651, 9.506, 15.926], [-20.648, 11.285, 16.012]], "mulliken_charge": [-0.63, -0.46, 0.21, -0.55, -0.46, 0.42, 0.27, -0.22, 0.44, 0.32, 0.59, 0.09, -0.32, -0.54, 0.40, -0.51, -0.20, -0.53, 0.03, -0.55, 0.42, 0.54, 0.70, 0.63, -0.32, -0.45, 0.09, -0.72, 0.57, 0.00, -0.49, -0.43, 0.35, 0.46, 0.26, 0.61, -0.47, -0.42, 0.33, -0.57, -0.19, -0.43, 0.63, -0.61, 0.36, 0.42, 0.47, 0.51, -0.31, -0.06, 0.49, -0.58, -0.50, -0.22, 0.38, -0.57, 0.26, 0.26, 0.42, 0.42, -0.59, -0.26, 0.69, -0.63, -0.47, -0.45, 0.11, -0.51, 0.50, 0.50, 0.40, 0.69, -1.69, -0.16, -0.16, 0.77, -0.59, -0.18, -0.67, 0.38, 0.44, 0.39, 0.54, 0.18, 0.38, 0.21, 0.12, -1.16, -0.16, -0.14, 0.62, -0.67, -0.16, -0.32, 0.38, 0.23, 0.33, 0.27, 0.33, 0.10, 0.49, -0.10, -1.21, 0.41, -0.32, 0.76, -0.54, -0.36, -0.55, 0.24, 0.35, 0.45, -0.17, 0.22, 0.23, 0.26, 0.25, -1.51, 0.57, -0.20, 0.71, -0.37, -0.40, -0.80, 0.25, 0.35, 0.41, 0.37, -0.25, 0.23, 0.29, 0.33, -0.67, -0.42, -0.29, 0.73, -0.61, -0.23, -0.81, 0.59, 0.22, -0.12, 0.28, 0.37, 0.24, 0.35, 0.33]}

---

No. 2
{"formula": "C40H44F5N3O4Ru", "method": "the ωB97M-V functional and the def2-TZVPD basis", "gap_ev": [4.9, 3.7], "e_above_lowest_kj_mol": 29.69, "spin_multiplicity": 6, "homo_energy_ha": [-0.328, -0.328], "e_tot_ev": -71014.64358, "lumo_ev": [-4.03, -5.23], "charge": 1, "s2": 8.804, "symbols": ["Ru", "O", "C", "O", "C", "C", "C", "C", "C", "N", "C", "O", "O", "H", "H", "H", "H", "H", "C", "C", "C", "C", "C", "C", "C", "C", "C", "C", "C", "C", "N", "C", "C", "C", "C", "C", "C", "C", "N", "C", "C", "C", "C", "C", "C", "C", "C", "C", "C", "C", "C", "H", "H", "H", "H", "H", "H", "H", "H", "H", "H", "H", "H", "H", "H", "H", "H", "H", "H", "H", "H", "H", "H", "H", "H", "H", "H", "H", "H", "H", "H", "H", "H", "H", "H", "H", "H", "H", "H", "H", "F", "C", "F", "C", "F", "F", "F"], "xyz": [[0.106, -0.642, -0.008], [4.429, -1.766, 0.663], [3.121, -1.667, 0.625], [2.510, -0.637, 0.684], [2.406, -2.971, 0.496], [3.029, -4.203, 0.604], [2.259, -5.339, 0.443], [0.910, -5.196, 0.160], [0.385, -3.920, 0.072], [1.113, -2.829, 0.250], [-1.025, -3.599, -0.338], [-1.962, -4.506, -0.256], [-1.274, -2.505, -0.771], [4.808, -0.872, 0.722], [4.090, -4.253, 0.810], [2.704, -6.322, 0.519], [0.296, -6.070, -0.017], [-1.673, -5.301, 0.209], [1.029, 0.369, -4.178], [1.523, -0.357, -2.924], [1.954, -1.788, -3.251], [2.611, 0.455, -2.238], [3.921, 0.392, -2.688], [4.911, 1.160, -2.091], [4.596, 1.981, -1.021], [3.295, 2.073, -0.528], [3.059, 2.905, 0.726], [3.931, 2.406, 1.885], [3.314, 4.393, 0.466], [2.312, 1.318, -1.181], [0.945, 1.321, -0.735], [0.357, 2.449, -0.677], [-0.972, 2.746, -0.171], [-1.254, 4.096, -0.043], [-2.474, 4.548, 0.448], [-3.454, 3.626, 0.807], [-3.227, 2.279, 0.655], [-1.984, 1.786, 0.163], [-1.779, 0.465, 0.006], [-2.953, -0.387, 0.066], [-3.289, -1.043, 1.261], [-4.445, -1.819, 1.267], [-5.220, -1.960, 0.134], [-4.840, -1.333, -1.041], [-3.707, -0.535, -1.113], [-3.402, 0.090, -2.481], [-3.991, 1.498, -2.642], [-1.934, 0.069, -2.926], [-2.467, -0.948, 2.532], [-1.913, -2.319, 2.945], [-3.261, -0.311, 3.673], [0.244, -0.204, -4.680], [1.860, 0.498, -4.876], [0.635, 1.359, -3.937], [0.658, -0.431, -2.249], [2.688, -1.809, -4.059], [1.091, -2.372, -3.580], [2.397, -2.286, -2.383], [4.175, -0.253, -3.521], [5.928, 1.113, -2.458], [5.381, 2.558, -0.544], [2.027, 2.794, 1.049], [4.984, 2.653, 1.723], [3.837, 1.326, 2.013], [3.619, 2.878, 2.820], [4.353, 4.568, 0.179], [3.115, 4.975, 1.370], [2.682, 4.784, -0.339], [0.915, 3.323, -1.017], [-0.490, 4.815, -0.323], [-2.655, 5.610, 0.555], [-4.403, 3.967, 1.203], [-3.988, 1.564, 0.930], [-4.737, -2.311, 2.187], [-6.119, -2.566, 0.160], [-5.435, -1.472, -1.939], [-3.936, -0.551, -3.185], [-3.420, 2.239, -2.079], [-5.027, 1.535, -2.299], [-3.969, 1.795, -3.693], [-1.316, 0.768, -2.360], [-1.873, 0.367, -3.976], [-1.506, -0.932, -2.835], [-1.616, -0.291, 2.350], [-2.709, -3.067, 2.997], [-1.429, -2.216, 3.946], [-1.158, -2.675, 2.225], [-4.135, -0.919, 3.924], [-3.612, 0.690, 3.398], [-2.608, -0.251, 4.550], [0.802, 0.633, 2.318], [1.332, -0.021, 3.386], [1.337, -1.337, 3.224], [1.604, 0.593, 4.503], [1.492, 1.895, 4.616], [-0.543, -0.375, 5.195], [2.101, 0.015, 5.543]], "mulliken_charge": [2.48, -0.57, -0.51, 0.72, -0.23, -0.88, -0.92, -1.15, 0.47, 1.31, 0.38, -0.45, -0.52, 0.41, 0.61, 0.48, 0.42, 0.34, -1.78, 3.73, -1.92, 0.28, -0.63, -1.68, -0.79, 0.79, 0.95, -1.53, -1.69, 0.12, 2.04, -1.41, 0.63, -0.92, -1.00, -0.95, -0.56, -0.30, 1.80, -0.48, 0.98, -0.55, -1.51, -1.19, 0.43, -0.10, -1.50, -1.44, 1.40, -1.35, -1.71, 0.41, 0.41, 0.33, -2.48, 0.41, 0.43, 0.37, 0.43, 0.42, 0.39, 0.05, 0.40, 0.15, 0.45, 0.32, 0.48, 0.35, 0.52, 0.51, 0.43, 0.49, 0.70, 0.43, 0.43, 0.50, 0.84, 0.19, 0.36, 0.49, 0.06, 0.53, 0.24, -0.45, 0.34, 0.48, 0.11, 0.34, 0.33, 0.43, -0.05, 0.24, -0.29, 0.26, -0.23, -0.84, -0.22]}

---

No. 3
{"formula": "C13H14FIrN", "method": "the ωB97M-V functional and the def2-TZVPD basis", "gap_ev": [4.1, 6.9], "spin_multiplicity": 5, "homo_energy_ha": [-0.037, -0.146], "e_tot_ev": -20746.28086, "lumo_ev": [3.09, 2.96], "charge": -1, "s2": 6.025, "symbols": ["C", "C", "C", "C", "C", "Ir", "N", "C", "C", "H", "H", "H", "H", "H", "H", "H", "H", "H", "H", "F", "C", "C", "C", "C", "C", "C", "H", "H", "H", "H"], "xyz": [[0.606, -2.355, -1.763], [0.919, -1.341, -2.716], [-0.319, -0.827, -3.225], [-1.395, -1.496, -2.504], [-0.801, -2.480, -1.630], [-0.312, -0.336, -1.132], [2.588, -0.316, 1.285], [3.674, -0.001, 1.871], [1.764, 0.190, 0.041], [-0.399, -0.017, -3.933], [1.933, -1.077, -3.011], [-2.456, -1.311, -2.610], [-1.298, -3.183, -0.963], [1.349, -2.922, -1.213], [2.590, 0.053, -0.690], [4.571, -0.296, 1.273], [2.188, -1.239, 1.635], [1.889, 1.287, 0.264], [3.706, 1.019, 2.332], [-3.115, 2.853, 3.179], [-2.433, 2.128, 2.243], [-3.183, 1.344, 1.360], [-2.454, 0.636, 0.406], [-1.056, 0.708, 0.325], [-0.392, 1.362, 1.369], [-1.050, 2.199, 2.265], [-4.291, 1.300, 1.392], [-2.975, 0.026, -0.320], [0.658, 1.236, 1.516], [-0.506, 2.860, 2.954]], "mulliken_charge": [-0.43, -0.45, -0.67, -0.59, -0.51, 0.44, 0.01, -0.71, -1.47, 0.36, 0.43, 0.53, 0.34, 0.35, 0.23, 0.28, 0.17, 0.55, 0.22, -0.35, 0.62, -0.83, -0.16, 0.01, 0.19, -0.95, 0.34, 0.21, 0.48, 0.37]}